## i
2 unconnected molecules or ions with the total composition C7H17NOS. Source: the OMol25 dataset; level of theory: wB97M-V/def2-TZVPD.

Geometry as XYZ:
```
27
Properties=species:S:1:pos:R:3
C 3.54 0.45 -0.62
C 4.93 0.20 -0.44
C -1.32 -1.35 -1.38
C -2.95 -0.29 1.06
C -1.54 1.91 0.83
C -1.80 0.05 -1.03
C -1.68 0.32 0.49
N -0.50 -0.30 1.00
O 1.49 -1.64 0.36
S 1.16 -0.18 0.35
H 3.13 0.05 -1.61
H 5.56 -0.40 -1.10
H 5.22 -0.10 0.66
H 5.38 1.23 -0.30
H -1.51 -2.11 -0.49
H -1.57 -1.75 -2.39
H -0.22 -1.45 -1.39
H -3.69 0.55 1.19
H -3.31 -0.98 0.33
H -2.80 -0.87 2.01
H -0.70 2.19 0.24
H -2.45 2.41 0.35
H -1.50 2.14 1.88
H -1.04 0.63 -1.67
H -2.79 0.24 -1.29
H -0.72 -1.18 1.27
H 1.67 0.25 1.69
```

The LUMO energy is -0.676 eV. For the HOMO energy, the calculation gives -8.33 eV. The HOMO-LUMO gap comes out at 7.65 eV.


## ii
2 unconnected molecules or ions with the total composition C7H17NOS. Source: the OMol25 dataset; level of theory: wB97M-V/def2-TZVPD.

Geometry as XYZ:
```
27
Properties=species:S:1:pos:R:3
C 2.06 0.97 -0.83
C -1.02 0.57 1.70
C -0.80 2.34 0.02
C -2.39 -2.11 -1.10
C 2.79 -1.26 0.67
C -1.48 0.07 -0.69
C -1.03 1.10 0.31
N -1.95 -1.18 -0.12
O 3.90 1.15 1.21
S 2.64 0.58 0.94
H 1.07 0.66 -0.91
H 2.15 2.08 -0.94
H -2.05 0.40 2.07
H -0.43 1.18 2.44
H -0.57 -0.40 1.61
H 2.74 0.56 -1.54
H -0.28 2.90 0.72
H -0.77 2.75 -1.04
H -1.68 -2.07 -1.91
H -2.20 -3.16 -0.84
H -3.24 -1.87 -1.65
H 2.55 -1.41 -0.37
H 3.81 -1.55 1.13
H 1.99 -1.71 1.18
H -2.38 0.48 -1.20
H -0.75 -0.08 -1.40
H -2.71 -1.00 0.55
```

The LUMO energy is 0.761 eV. For the HOMO energy, the calculation gives -8.61 eV. The HOMO-LUMO gap comes out at 9.38 eV.


Q: Which of them is the most stable? A: ii.


## i
CH2BrN in the gas phase. Source: the OMol25 dataset; level of theory: wB97M-V/def2-TZVPD.

Geometry as XYZ:
```
5
Properties=species:S:1:pos:R:3
C 0.55 0.10 0.15
N -0.39 -0.25 -0.58
Br -2.20 -0.25 -0.31
H 1.54 -0.28 -0.36
H 0.51 0.68 1.10
```

Its SMILES is C=NBr. The LUMO energy is 0.616 eV. For the HOMO energy, the calculation gives -9.40 eV. The HOMO-LUMO gap comes out at 10.01 eV.


## ii
2 unconnected molecules or ions with the total composition CH2BrN. Source: the OMol25 dataset; level of theory: wB97M-V/def2-TZVPD.

Geometry as XYZ:
```
5
Properties=species:S:1:pos:R:3
C 0.53 0.30 -0.02
N 1.23 1.29 0.05
Br 3.86 -0.14 -0.03
H -0.51 0.27 0.12
H 0.98 -0.78 -0.02
```

The LUMO energy (alpha / beta) is -3.678 / -3.679 eV. For the HOMO energy (alpha / beta), the calculation gives -9.69 / -9.69 eV. The HOMO-LUMO gap (alpha / beta) comes out at 6.02 / 6.02 eV.


Q: Which of them is the most stable? A: i.


## i
A gas-phase ion, C4H9N2O2 (charge -1). Source: the OMol25 dataset; level of theory: wB97M-V/def2-TZVPD.

Geometry as XYZ:
```
17
Properties=species:S:1:pos:R:3
C -1.36 0.54 -1.18
C -0.95 0.27 0.30
N -1.55 1.14 1.30
C 0.55 -0.01 0.53
N 1.03 -1.01 -0.40
C 2.50 -1.27 -0.33
O 2.80 -2.47 -0.42
O 3.22 -0.27 -0.32
H -0.70 -0.13 -1.73
H -2.41 0.35 -1.38
H -0.93 1.49 -1.55
H -1.50 -0.69 0.33
H -0.83 1.43 1.96
H -1.93 1.95 0.86
H 0.50 -0.40 1.57
H 1.03 0.97 0.64
H 0.54 -1.88 -0.18
```

Its SMILES is C[C@H](N)CNC(=O)[O-]. The LUMO energy is 3.792 eV. For the HOMO energy, the calculation gives -4.09 eV. The HOMO-LUMO gap comes out at 7.88 eV. The net charge is -1.


## ii
A gas-phase ion, C4H9N2O2 (charge -1). Source: the OMol25 dataset; level of theory: wB97M-V/def2-TZVPD.

Geometry as XYZ:
```
17
Properties=species:S:1:pos:R:3
N -0.11 0.65 -2.74
C -0.12 1.04 -1.33
C 1.10 0.50 -0.58
O 2.18 0.41 -1.18
N 0.94 0.10 0.68
C -0.26 0.01 1.51
C -0.87 -1.45 1.69
O -2.18 -1.47 1.47
H -0.06 -0.36 -2.77
H 0.79 0.95 -3.11
H -0.16 2.12 -1.22
H -1.03 0.65 -0.90
H 1.76 -0.28 1.12
H -1.11 0.56 1.12
H 0.03 0.41 2.49
H -0.27 -2.09 1.01
H -0.61 -1.73 2.74
```

Its SMILES is NCC(=O)NCC[O-]. The LUMO energy is 3.828 eV. For the HOMO energy, the calculation gives -2.71 eV. The HOMO-LUMO gap comes out at 6.53 eV. The net charge is -1.


Q: Which of them is the most stable? A: i.


## i
4 unconnected molecules or ions with the total composition C4H14NO6. Source: the OMol25 dataset; level of theory: wB97M-V/def2-TZVPD.

Geometry as XYZ:
```
25
Properties=species:S:1:pos:R:3
O -2.14 -0.18 -2.15
C -1.41 -0.64 -1.32
O -1.67 -1.85 -0.74
C -0.15 -0.06 -0.64
C 1.03 -0.16 -1.57
C 2.31 0.34 -0.88
O 2.88 1.50 -1.45
N -0.66 1.32 -0.38
H -2.33 -2.38 -1.21
H 0.09 -0.44 0.34
H 1.26 -1.25 -1.76
H 0.72 0.34 -2.50
H 3.15 -0.38 -0.93
H 2.10 0.57 0.18
H 2.18 2.13 -1.67
H -1.28 1.24 0.42
H -0.03 -1.25 1.97
H 0.07 -2.34 0.94
O 0.54 -2.07 1.77
H -1.52 1.07 2.40
H -1.98 -1.13 1.82
O -1.46 -0.32 1.84
H 0.15 1.91 -0.21
H -0.47 2.00 2.99
O -1.40 2.04 2.73
```

The LUMO energy is 3.159 eV. For the HOMO energy, the calculation gives -4.94 eV. The HOMO-LUMO gap comes out at 8.10 eV. The net charge is -1.


## ii
4 unconnected molecules or ions with the total composition C4H14NO6. Source: the OMol25 dataset; level of theory: wB97M-V/def2-TZVPD.

Geometry as XYZ:
```
25
Properties=species:S:1:pos:R:3
C 1.00 -0.44 -0.88
O 1.93 -0.90 0.11
C 0.85 1.09 -0.83
C -0.55 1.60 -1.18
C -1.59 1.51 -0.06
O -1.47 0.54 0.78
O -2.47 2.38 -0.05
N 1.83 1.77 -1.69
H 1.42 -0.73 -1.84
H 0.04 -0.93 -0.74
H 1.08 1.39 0.16
H -0.94 1.11 -2.07
H -0.45 2.65 -1.42
H -0.15 0.30 1.55
H 1.64 1.55 -2.65
H 2.77 1.46 -1.45
H -1.46 -2.62 0.54
H -2.01 -1.16 0.44
O -2.20 -2.11 0.20
H 1.65 -0.53 0.96
H 0.35 -0.58 2.73
O 0.69 0.03 2.05
H 1.23 -3.98 0.15
H 1.55 -2.58 0.67
O 1.30 -3.48 0.96
```

The LUMO energy is 3.385 eV. For the HOMO energy, the calculation gives -5.36 eV. The HOMO-LUMO gap comes out at 8.74 eV. The net charge is -1.


Q: Which of them is the most stable? A: ii.


## i
2 unconnected molecules or ions with the total composition C4H8N2O. Source: the OMol25 dataset; level of theory: wB97M-V/def2-TZVPD.

Geometry as XYZ:
```
15
Properties=species:S:1:pos:R:3
C -0.06 0.67 1.06
C 0.61 0.27 -0.17
C 1.77 -0.54 -0.41
N 2.11 -0.52 -1.69
C 1.20 0.27 -2.29
N 0.25 0.73 -1.43
H -1.14 0.75 0.94
H -0.06 -0.22 1.71
H 0.43 1.55 1.48
H 2.31 -1.19 0.26
H 1.08 0.25 -3.37
H -0.16 1.64 -1.55
H -3.24 -0.75 2.18
H -2.67 -1.75 1.28
O -2.42 -1.16 2.00
```

The LUMO energy (alpha / beta) is -4.175 / -7.808 eV. For the HOMO energy (alpha / beta), the calculation gives -15.04 / -15.14 eV. The HOMO-LUMO gap (alpha / beta) comes out at 10.87 / 7.33 eV. The net charge is +1. As for the spin multiplicity: 2.


## ii
2 unconnected molecules or ions with the total composition C4H8N2O. Source: the OMol25 dataset; level of theory: wB97M-V/def2-TZVPD.

Geometry as XYZ:
```
15
Properties=species:S:1:pos:R:3
C -0.56 0.83 -0.03
C 0.47 0.15 -0.84
C 1.85 -0.15 -0.52
N 2.36 -0.94 -1.46
C 1.42 -1.15 -2.32
N 0.25 -0.49 -1.98
H -1.29 0.10 0.32
H -0.10 1.39 0.79
H -1.17 1.54 -0.59
H 2.44 0.17 0.31
H 1.49 -1.72 -3.25
H -0.67 -0.62 -2.38
H -1.88 0.80 4.52
H -2.71 -0.21 3.75
O -1.89 0.31 3.69
```

The LUMO energy (alpha / beta) is -3.714 / -7.769 eV. For the HOMO energy (alpha / beta), the calculation gives -14.30 / -14.30 eV. The HOMO-LUMO gap (alpha / beta) comes out at 10.59 / 6.53 eV. The net charge is +1. As for the spin multiplicity: 2.


Q: Which of them is the most stable? A: ii.


## i
2 unconnected molecules or ions with the total composition C6H16O4. Source: the OMol25 dataset; level of theory: wB97M-V/def2-TZVPD.

Geometry as XYZ:
```
26
Properties=species:S:1:pos:R:3
O -5.49 -2.51 2.39
C -4.78 -2.15 1.20
C -3.37 -1.73 1.50
C -2.44 -1.61 0.26
O -1.10 -1.30 0.69
H -6.32 -3.03 2.28
H -4.69 -3.08 0.61
H -5.33 -1.41 0.58
H -3.54 -0.87 2.18
H -2.95 -2.56 2.10
H -2.38 -2.58 -0.28
H -2.85 -0.86 -0.44
H -1.26 -0.84 1.54
O 5.78 2.94 -0.39
C 4.41 2.88 -0.89
C 3.90 1.44 -1.28
C 2.37 1.33 -1.38
O 1.97 0.03 -1.78
H 6.16 3.80 -0.64
H 3.75 3.22 -0.06
H 4.34 3.63 -1.70
H 4.48 1.18 -2.19
H 4.16 0.71 -0.50
H 1.93 1.59 -0.41
H 2.06 2.10 -2.12
H 1.19 -0.32 -1.30
```

Its SMILES is OCCCO.OCCCO. The LUMO energy is 0.765 eV. For the HOMO energy, the calculation gives -10.05 eV. The HOMO-LUMO gap comes out at 10.82 eV.


## ii
2 unconnected molecules or ions with the total composition C6H16O4. Source: the OMol25 dataset; level of theory: wB97M-V/def2-TZVPD.

Geometry as XYZ:
```
26
Properties=species:S:1:pos:R:3
C 2.90 1.78 3.10
O 1.95 1.32 2.19
C 0.79 0.59 2.62
O 1.18 -0.69 2.96
C 1.26 -0.95 4.33
H 3.42 0.97 3.62
H 2.40 2.42 3.85
H 3.65 2.40 2.57
H 0.36 1.13 3.48
H 0.00 0.48 1.85
H 1.68 -1.95 4.48
H 0.28 -0.89 4.83
H 1.93 -0.21 4.80
C -2.38 -0.84 -5.37
O -2.18 -0.37 -4.09
C -0.92 -0.58 -3.59
O -0.77 0.21 -2.42
C -1.62 -0.01 -1.28
H -3.47 -0.93 -5.46
H -1.93 -1.82 -5.62
H -2.02 -0.10 -6.10
H -0.70 -1.65 -3.41
H -0.21 -0.21 -4.36
H -2.60 0.44 -1.55
H -1.21 0.53 -0.42
H -1.79 -1.06 -0.99
```

Its SMILES is COCOC.COCOC. The LUMO energy is 0.957 eV. For the HOMO energy, the calculation gives -9.83 eV. The HOMO-LUMO gap comes out at 10.79 eV.


Q: Which of them is the most stable? A: i.


## i
C5H7ClOS in the gas phase. Source: the OMol25 dataset; level of theory: wB97M-V/def2-TZVPD.

Geometry as XYZ:
```
15
Properties=species:S:1:pos:R:3
O -0.53 2.31 -0.04
C -0.18 0.97 -0.50
C -1.21 -0.17 -0.21
Cl -2.21 -0.05 1.27
C -0.45 -1.54 -0.19
C 0.85 -1.20 -0.42
C 1.14 0.28 -0.23
S 1.46 0.17 1.70
H 0.25 2.15 0.81
H -0.21 1.01 -1.57
H -1.91 -0.12 -1.16
H -0.96 -2.66 -0.09
H 1.86 -1.67 -0.53
H 1.84 0.84 -0.83
H 0.24 -0.32 1.99
```

Its SMILES is O[C@@H]1[C@H](Cl)C=C[C@@H]1S. The LUMO energy is 0.562 eV. For the HOMO energy, the calculation gives -9.20 eV. The HOMO-LUMO gap comes out at 9.76 eV.


## ii
C5H7ClOS in the gas phase. Source: the OMol25 dataset; level of theory: wB97M-V/def2-TZVPD.

Geometry as XYZ:
```
15
Properties=species:S:1:pos:R:3
O -1.63 -1.52 -0.22
C -1.87 -0.24 -0.05
S -3.32 0.47 0.07
C -0.54 0.54 0.08
Cl -0.83 2.27 -0.12
C 0.47 0.11 1.19
C 1.51 0.03 -0.01
C 0.41 0.07 -1.06
H -0.54 -1.62 0.09
H 0.74 0.67 2.02
H 0.20 -0.87 1.52
H 2.24 -0.73 -0.08
H 2.11 0.91 0.13
H 0.76 0.76 -1.89
H 0.30 -0.85 -1.67
```

Its SMILES is OC(=S)C1(Cl)CCC1. The LUMO energy is 0.348 eV. For the HOMO energy, the calculation gives -8.61 eV. The HOMO-LUMO gap comes out at 8.96 eV.


Q: Which of them is the most stable? A: ii.